Below is a cluster of 9 separate species, C30H54O27 in total at a distorted geometry, with properties calculated with ωB97M-V with the def2-TZVPD basis set.

**Frontier orbital gap**: 9.913 eV
**SMILES string**: C[C@H]1COC(=O)O1.CCOC(=O)OC.CCOC(=O)OC.COC(=O)OC.COC(=O)OC.COC(=O)OC.COC(=O)OC.O=C1OCCO1.O=C1OCCO1

Geometry (Å):
C  5.0756  2.2250  -2.3762
C  5.0807  2.3606  -0.8922
C  4.9735  3.8130  -0.4349
O  4.0254  3.6934  0.5495
C  3.3546  2.5075  0.4140
O  2.3492  2.2390  1.1059
O  3.9064  1.7047  -0.4790
H  4.7891  1.2005  -2.6140
H  6.0420  2.3680  -2.8595
H  4.2924  2.8847  -2.7497
H  5.9829  1.9624  -0.4278
H  4.5518  4.5615  -1.1057
H  5.8691  4.2325  0.0234
C  7.5339  1.2448  3.3001
C  6.3866  0.3273  2.9178
O  5.2400  0.9372  3.3850
C  4.0216  0.3820  3.4226
O  3.6792  -0.7008  2.9153
O  3.1700  1.1398  4.2035
C  1.8500  0.6528  4.3803
H  7.6136  1.3904  4.3774
H  7.5138  2.2262  2.8263
H  8.4966  0.8185  3.0179
H  6.6102  -0.5822  3.4755
H  6.3556  -0.0380  1.8913
H  1.2308  1.5395  4.5165
H  1.8044  -0.0112  5.2435
H  1.2915  0.0982  3.6263
C  2.1017  5.3008  -3.2286
C  1.8142  4.0582  -3.9784
O  0.6974  3.3340  -3.3930
C  0.2583  2.1887  -3.9145
O  0.7935  1.6122  -4.8445
O  -0.6850  1.6885  -3.1228
C  -1.0610  0.3141  -3.2858
H  3.0982  5.7415  -3.2600
H  1.9136  5.0656  -2.1811
H  1.3836  6.1199  -3.2670
H  2.6109  3.3216  -4.0822
H  1.6657  4.2506  -5.0409
H  -0.8175  -0.0483  -4.2846
H  -2.1083  0.1155  -3.0582
H  -0.4597  -0.3024  -2.6176
C  -5.0937  0.4380  0.0809
O  -5.8162  -0.6723  -0.4255
C  -7.1109  -0.5624  -0.9056
O  -7.8078  0.4861  -0.8278
O  -7.3769  -1.7164  -1.4822
C  -8.7664  -1.9093  -1.8452
H  -4.1505  0.6476  -0.4236
H  -4.7573  0.2351  1.0976
H  -5.7046  1.3405  0.0613
H  -8.9536  -1.3195  -2.7425
H  -9.4527  -1.6731  -1.0319
H  -8.8294  -2.9684  -2.0953
C  -2.9587  -4.9613  -1.7497
O  -3.2104  -4.1087  -0.6731
C  -3.1210  -2.7610  -0.8288
O  -2.9194  -2.2130  -1.9001
O  -3.2134  -2.0713  0.3732
C  -3.3162  -2.5397  1.6494
H  -2.8548  -6.0203  -1.5136
H  -2.0832  -4.5340  -2.2387
H  -3.8279  -4.9242  -2.4064
H  -3.7787  -1.7701  2.2674
H  -2.3065  -2.6210  2.0519
H  -3.8320  -3.4976  1.7154
C  -4.1048  4.5105  2.1973
O  -4.9490  3.4535  1.7608
C  -5.9843  2.9152  2.5176
O  -6.9027  2.2418  2.0354
O  -5.8724  3.3182  3.7618
C  -6.9013  3.1179  4.6887
H  -4.6343  5.2674  2.7760
H  -3.6551  5.1110  1.4066
H  -3.2123  4.1029  2.6720
H  -6.4861  3.0989  5.6964
H  -7.3142  2.1296  4.4867
H  -7.7333  3.8221  4.6954
C  3.4044  -0.6825  -4.5463
O  4.4029  -1.3644  -3.9551
C  4.4145  -1.9341  -2.7152
O  5.3764  -2.5904  -2.2614
O  3.1983  -1.8191  -2.1423
C  2.8987  -2.3720  -0.8442
H  3.6314  -0.4485  -5.5864
H  3.1301  0.2271  -4.0119
H  2.4756  -1.2466  -4.4614
H  2.8896  -3.4608  -0.8948
H  1.8286  -2.2513  -0.6753
H  3.4532  -1.8898  -0.0392
O  -0.2446  -3.7741  1.0821
C  0.2263  -4.8731  1.0685
O  1.4284  -5.1383  1.5488
C  1.8028  -6.5114  1.3992
C  0.7284  -7.0540  0.4050
O  -0.2175  -5.9818  0.4716
H  2.8581  -6.5171  1.1264
H  1.5564  -6.9549  2.3640
H  0.2551  -7.8903  0.9196
H  1.1429  -7.3267  -0.5655
O  -2.6782  1.3660  2.1541
C  -1.7477  0.7466  1.5871
O  -1.0353  -0.2359  2.1552
C  -0.0318  -0.6643  1.3152
C  -0.1332  0.2279  0.0495
O  -1.4015  0.8677  0.2414
H  0.9991  -0.6634  1.6694
H  -0.2517  -1.6835  0.9973
H  -0.2638  -0.4632  -0.7832
H  0.6003  1.0256  -0.0680

=====

Below is a structure of composition C33H33N6OPS5SbTi, with properties calculated with ωB97M-V with the def2-TZVPD basis set.

**Frontier orbital gap (alpha / beta)**: 7.077 / 7.212 eV
**Net charge**: +2
**Multiplicity**: 2

Geometry (Å):
Ti  -0.4170  0.5285  -0.7986
C  1.4080  2.8837  2.5419
C  0.6891  1.9135  1.6628
N  0.8539  1.8534  0.3960
N  1.7823  2.6034  -0.2719
C  1.6525  2.5578  -1.7180
N  2.5566  3.4727  -2.2918
S  2.0306  0.8178  -2.1462
C  -0.2646  0.9148  2.2139
C  -0.4905  0.7811  3.5683
C  -1.3899  -0.1781  4.0187
C  -2.0456  -0.9693  3.0975
C  -1.7592  -0.7855  1.7547
N  -0.8794  0.1119  1.3252
H  1.6724  3.7930  2.0077
H  2.3342  2.4415  2.9186
H  0.7942  3.1770  3.3899
H  2.0303  3.5102  0.1089
H  2.2319  4.4330  -2.2383
H  2.7435  3.2517  -3.2649
H  0.0257  1.4111  4.2782
H  -1.5754  -0.2958  5.0777
H  -2.7660  -1.7141  3.4022
H  -2.2553  -1.3717  0.9884
S  1.7094  0.7983  -4.1575
Sb  -0.6905  1.3952  -4.1507
S  -1.6198  -0.2899  -2.8157
S  -0.1777  2.8041  -2.1279
N  -4.0205  1.8974  -2.0816
C  -3.8110  2.5017  -0.9057
S  -2.5115  2.0637  0.1142
N  -4.6611  3.4796  -0.5782
C  -4.6728  4.2706  0.6206
C  -4.6392  5.6487  0.4883
C  -4.7096  6.4482  1.6191
C  -4.8060  5.8667  2.8754
C  -4.8485  4.4827  2.9945
C  -4.7927  3.6784  1.8664
H  -3.4447  1.1008  -2.3328
H  -4.8594  2.0660  -2.6129
H  -5.3140  3.7735  -1.2917
H  -4.5558  6.0959  -0.4947
H  -4.6896  7.5240  1.5160
H  -4.8646  6.4893  3.7570
H  -4.9519  4.0266  3.9695
H  -4.8604  2.6032  1.9525
O  0.3558  -1.3126  -0.6034
P  1.4153  -2.4157  -0.7448
C  2.7530  -2.1909  0.4165
C  3.8539  -3.0479  0.3966
C  4.8493  -2.9100  1.3497
C  4.7462  -1.9292  2.3309
C  3.6435  -1.0895  2.3646
C  2.6457  -1.2201  1.4089
C  0.6489  -3.9947  -0.4152
C  -0.3809  -4.0703  0.5221
C  -0.9328  -5.2999  0.8427
C  -0.4541  -6.4540  0.2374
C  0.5756  -6.3847  -0.6904
C  1.1304  -5.1563  -1.0202
C  2.0583  -2.4774  -2.4061
C  1.1564  -2.8447  -3.4122
C  1.5804  -2.9037  -4.7286
C  2.8963  -2.5909  -5.0476
C  3.7890  -2.2059  -4.0566
C  3.3752  -2.1480  -2.7328
H  3.9348  -3.8245  -0.3540
H  5.7045  -3.5708  1.3321
H  5.5250  -1.8284  3.0740
H  3.5588  -0.3402  3.1406
H  1.7689  -0.5831  1.4356
H  -0.7439  -3.1655  0.9966
H  -1.7353  -5.3625  1.5648
H  -0.8871  -7.4124  0.4893
H  0.9428  -7.2853  -1.1622
H  1.9217  -5.1044  -1.7563
H  0.1326  -3.0943  -3.1621
H  0.8880  -3.2010  -5.5043
H  3.2279  -2.6467  -6.0758
H  4.8107  -1.9596  -4.3102
H  4.0745  -1.8415  -1.9652

=====

Below is a cluster of 19 separate species, H38O19 in total at a distorted geometry, with properties calculated with ωB97M-V with the def2-TZVPD basis set.

**Frontier orbital gap**: 9.856 eV

Geometry (Å):
O  0.7655  -1.8060  3.7169
H  1.1884  -1.6372  2.8651
H  0.7193  -0.8979  4.0266
O  -4.4027  0.6118  0.6992
H  -4.9871  1.1596  0.2036
H  -3.4515  0.5207  0.6335
O  1.5943  -2.1612  -3.4917
H  1.0659  -2.0800  -4.3059
H  2.3337  -1.6529  -3.8664
O  -0.1399  -3.4651  -1.4939
H  -0.6954  -2.6690  -1.6377
H  0.4784  -3.1832  -2.1993
O  -2.2831  -1.7193  -0.9039
H  -3.2280  -1.8922  -1.0021
H  -2.1567  -2.1253  -0.0417
O  -2.1548  1.2510  -1.4273
H  -3.0836  1.1819  -1.6758
H  -1.7054  0.9104  -2.2077
O  3.8785  -0.8322  -1.5650
H  4.4891  -1.3633  -1.0424
H  4.3535  -0.1282  -2.0130
O  -2.7735  3.7882  1.9258
H  -2.7474  2.8717  1.6670
H  -1.9546  4.2350  1.7567
O  0.5040  0.5164  -1.1936
H  0.2860  -0.3577  -0.8338
H  1.4635  0.4564  -1.0962
O  1.7766  -3.0860  0.5363
H  1.1953  -2.8700  1.2602
H  1.3830  -3.2366  -0.3334
O  -2.5655  0.8205  3.8413
H  -1.6105  0.9116  3.7347
H  -2.6851  0.1040  4.4755
O  4.2120  -1.9687  1.0836
H  4.0788  -2.2017  2.0213
H  3.3862  -2.5200  0.9318
O  0.3725  0.8685  2.7178
H  -0.3709  0.5131  3.2229
H  0.0423  0.9045  1.8088
O  -2.3575  -1.2712  -3.3965
H  -2.7355  -0.3921  -3.4253
H  -1.4020  -1.2324  -3.3298
O  -1.9034  -0.9508  1.6298
H  -2.5416  -0.5498  2.2270
H  -1.4871  -1.6714  2.1181
O  -1.1455  3.2878  0.0850
H  -0.7666  2.4309  0.3459
H  -1.6560  2.7985  -0.6017
O  1.2492  1.5886  -4.6595
H  1.1880  0.8618  -4.0172
H  0.6329  2.1702  -4.1872
O  2.5503  3.1533  1.9842
H  2.7901  3.6021  2.7983
H  1.6134  3.0255  2.1441
O  2.7395  1.4401  -0.2695
H  3.4046  0.7584  -0.1721
H  2.8975  2.1431  0.3771

=====

Below is a cluster of 6 separate species, C18H42O12P2 in total at a distorted geometry, with properties calculated with ωB97M-V with the def2-TZVPD basis set.

**Frontier orbital gap**: 9.999 eV
**SMILES string**: COP(=O)(OC)OC.COP(=O)(OC)OC.CC(C)=O.CC(C)=O.CC(C)=O.CC(C)=O

Geometry (Å):
C  21.9270  31.8650  30.6410
O  22.5250  33.0070  31.1770
P  22.4960  34.3460  30.2440
O  23.2770  34.1810  28.9770
O  20.9880  34.8180  29.8190
C  20.9330  35.7880  28.8190
O  23.2640  35.5240  31.0130
C  24.4450  36.1300  30.7120
H  20.8590  32.0000  30.5400
H  21.8960  30.8360  31.2970
H  22.5670  31.6020  29.6960
H  21.3770  36.6770  28.7840
H  19.9970  36.0330  28.4790
H  21.5140  35.5250  27.8840
H  25.0830  35.0980  30.4350
H  24.8190  36.9610  31.4150
H  24.3920  36.4880  29.7460
C  19.1420  32.2300  23.6520
O  20.5000  32.5950  23.3160
P  21.2270  33.6880  24.0900
O  20.4180  34.6580  24.9440
O  22.2350  32.8210  25.0710
C  23.0320  33.4020  26.0440
O  22.2980  34.6130  23.2620
C  22.1740  34.7670  21.9120
H  18.6200  33.1740  23.6350
H  19.1320  31.6510  24.6170
H  18.7860  31.4110  23.2210
H  22.4180  33.7690  26.5980
H  23.5600  34.3030  25.8280
H  23.6370  32.7700  26.8550
H  23.0550  35.5880  21.4840
H  21.0920  34.7990  21.6130
H  22.4470  33.9180  21.2180
C  24.1770  28.6370  26.8500
C  22.6640  28.5680  26.5270
C  22.0400  29.5440  25.5660
O  21.9140  27.7500  27.1660
H  24.7890  28.0380  26.2120
H  24.4190  28.1450  27.8370
H  24.4880  29.7150  26.8480
H  22.6660  29.8480  24.8760
H  21.4810  30.4050  25.9980
H  21.1070  28.9880  25.1840
C  19.1900  38.0870  20.4620
C  18.5880  36.8560  21.1020
C  18.2900  36.7260  22.5200
O  18.5160  35.8480  20.3820
H  20.2150  38.2100  20.6450
H  18.5920  39.0030  21.1020
H  18.9430  37.9840  19.5340
H  17.3100  37.2370  22.7880
H  18.9590  37.0920  23.2170
H  18.0980  35.7950  23.1180
C  13.5730  33.2660  22.9240
C  14.8890  32.7460  23.6390
C  15.4650  33.3740  24.9080
O  15.5420  31.7650  23.2500
H  12.8360  33.8170  23.7970
H  13.1160  32.5700  22.4080
H  13.9680  34.0720  22.5030
H  16.5300  33.5260  24.8580
H  15.4310  32.6950  25.7370
H  15.0720  34.0880  25.1010
C  19.7960  29.8620  28.6610
C  18.7650  30.7400  27.8160
C  19.0260  32.1720  27.6300
O  17.9390  30.1290  27.1900
H  19.4100  28.9270  28.1900
H  19.3650  29.9540  29.7260
H  20.7540  30.3990  28.4590
H  19.1070  32.7740  28.5410
H  18.3770  32.7660  26.9510
H  19.9830  32.6260  27.3610

=====

In the order shown, the computed electronic energy values come out to -3206.9084, -5102.8982, -1452.2553, -2296.3090 a.u..
In the order shown, the computed relative energy (zero: lowest compared OMol25 entry of this formula, charge and spin) values come out to 146.7, 30.6, 484.2, 448.4 kJ/mol.